The following is a DFT calculation (ωB97M-V/def2-TZVPD) of C43H36CoN3OP2S2Te as an isolated structure in a non-equilibrium geometry.

## Properties
Multiplicity: 5
Frontier orbital gap (alpha / beta) in eV: 2.51 / 5.11
Relative energy (zero: lowest compared OMol25 entry of this formula, charge and spin) in eV: 0.874
Molecular weight in g/mol: 923.40
<S²>: 6.04
E_LUMO (alpha / beta) in eV: 3.45 / 3.45
Charge: -2

Last column: Mulliken spin population.
Element x y z (Å)
C -1.2719 3.6856 2.7960  0.002
H -3.3016 -1.1555 0.3335  0.003
H 2.8185 0.9323 2.5994  -0.012
S 2.5161 2.5579 -0.2958  0.127
H -2.7948 4.1803 1.2879  0.001
H -3.2240 -2.3305 -3.8328  0.000
H -5.0063 0.3706 3.9647  0.001
H -5.2765 -0.4022 1.6335  0.000
C 1.7500 -4.5166 1.8592  -0.004
C 2.8266 -1.9071 -4.8206  0.000
H -0.2360 -0.5348 -4.3681  0.001
C 6.1536 3.7443 1.0314  0.256
H 2.2914 -0.7612 2.5300  -0.016
C -4.0263 -3.6338 -0.8391  0.000
C 4.1229 2.4882 0.4128  0.159
C -4.2931 -0.4007 2.0903  -0.006
C 0.8420 -5.3483 2.5024  0.004
C -3.0371 1.7656 -3.0831  -0.001
N -5.9961 -3.2587 -2.1628  0.000
H 4.3039 -2.1595 -3.2850  0.000
C -0.4555 -4.9093 2.7239  -0.002
C 8.1633 2.4491 1.8068  -0.001
H -2.6218 -0.1292 -2.1593  0.004
C 1.2335 -0.7922 -2.8251  -0.003
C -1.5667 2.4743 0.7128  -0.007
C -5.3941 -3.6689 -1.0440  0.000
C -0.8470 -3.6440 2.3112  -0.009
H 6.5520 0.3887 1.5979  -0.001
P -0.3698 -1.1524 1.0141  -0.009
C -3.1894 -3.1445 -1.8407  -0.001
H -5.6921 -2.4636 -4.0270  0.000
H 1.1827 -1.5063 -6.1400  0.000
C 2.5169 -1.2512 -2.5289  0.008
C -0.8469 1.0520 -2.3659  0.009
H 4.3496 4.5846 0.2222  -0.007
C -2.8816 0.0365 3.9845  -0.005
C 1.5537 -1.4436 -5.1235  0.001
H -1.2639 4.7526 3.0162  0.000
H -1.1676 -5.5606 3.2182  0.000
H 2.7644 -4.8541 1.6854  0.000
C -0.3264 2.2732 -2.8017  -0.009
C -3.1899 -0.8225 1.3599  0.012
C -2.5138 2.9808 -3.5054  0.004
H -3.1376 2.7085 2.2012  0.000
C 0.7592 -0.8910 -4.1311  -0.001
H 1.1436 -6.3371 2.8268  0.001
H -1.3466 3.0744 -0.1778  0.002
C 4.8326 3.6657 0.5331  -0.054
S 3.9621 -0.2925 0.9171  0.077
C -3.8146 -2.7172 -3.0109  -0.001
C 3.3051 -1.8127 -3.5206  -0.002
O -0.3460 2.1178 1.3557  0.058
H 0.4372 4.0261 1.4858  -0.002
C 1.3593 -3.2550 1.4450  0.008
H 3.4480 -2.3338 -5.5991  0.000
H 2.9008 -1.1394 -1.5183  -0.004
C 0.0570 -2.8025 1.6657  0.030
H -6.0570 -4.0568 -0.2760  0.000
H -1.4372 3.1350 3.7227  0.000
C 6.7492 4.9945 1.2457  0.010
C -2.3438 3.3018 1.7499  -0.003
C -5.1923 -2.7900 -3.1196  0.000
C -0.8273 -1.2947 -0.7009  0.023
C -1.7831 -0.3813 3.2542  0.016
H -0.7858 -0.3580 3.6833  0.005
H -2.0732 1.5603 0.4121  0.010
H -4.0961 1.5612 -3.1958  0.000
C -4.1448 0.0333 3.4006  0.010
H -1.8619 -3.3082 2.4855  0.002
C -1.1534 3.2291 -3.3705  0.001
H -3.1661 3.7326 -3.9348  0.001
H -3.6046 -3.9866 0.0948  0.000
C 0.0358 3.2425 2.1363  0.004
Co 1.1318 0.7142 0.5186  2.487
C -1.9230 -0.8308 1.9353  0.014
Te -1.0540 -3.1893 -1.6463  -0.004
H -0.7424 4.1748 -3.7040  0.000
H 0.7337 2.4705 -2.6639  0.001
C 2.5152 0.1248 1.9258  0.184
P 0.2607 -0.0907 -1.4506  0.035
C 6.0829 1.3157 1.2905  -0.064
C 4.7793 1.2806 0.8493  0.163
H 0.8147 2.9307 2.8284  0.000
C 6.8279 2.5049 1.3792  0.197
N 7.2354 6.0363 1.4377  0.165
H 2.0653 -2.5950 0.9491  0.008
H -2.7599 0.3820 5.0049  0.000
C -2.2091 0.8094 -2.5111  0.002
N 9.2719 2.3709 2.1516  0.124

The following is a DFT calculation (ωB97M-V/def2-TZVPD) of a single CH4N4 molecule in a non-equilibrium geometry.

## Properties
Frontier orbital gap (alpha / beta) in eV: 8.79 / 8.82
Relative energy (zero: lowest compared OMol25 entry of this formula, charge and spin) in eV: 6.807
Molecular weight in g/mol: 72.07
E_LUMO (alpha / beta) in eV: -0.41 / -0.36

Last column: natural (NBO) charge in e.
Element x y z (Å)
H 1.5724 0.5717 -0.9303  0.312
N 0.0200 -0.1856 0.1131  -0.159
H -1.5278 -1.5843 -0.0164  0.219
H -0.2202 1.4868 1.1625  0.360
N -0.4533 -0.8719 -1.8231  -0.225
N -0.0456 0.5230 1.2947  -0.640
H 0.8759 0.3659 1.8189  0.362
N 0.6352 0.6140 -1.0068  -0.383
C -0.8567 -0.9196 -0.6126  0.154

The following is a DFT calculation (ωB97M-V/def2-TZVPD) of a single C4H4Cl2 molecule in a non-equilibrium geometry.

## Properties
Frontier orbital gap in eV: 9.23
Relative energy (zero: lowest compared OMol25 entry of this formula, charge and spin) in eV: 2.617
Molecular weight in g/mol: 122.98
E_LUMO in eV: 0.62

Last column: natural (NBO) charge in e.
Element x y z (Å)
H -0.7033 1.7701 -0.8033  0.222
H 0.6471 1.8880 0.4842  0.227
H -1.1147 1.1020 0.6195  0.219
C -0.4588 -1.3121 -0.2254  -0.073
C -0.1804 1.2182 -0.0096  -0.650
Cl 1.6221 -1.2623 1.9471  0.114
Cl -1.8467 -2.0904 -0.7906  0.090
C 0.7244 -1.0955 0.5614  -0.075
H 1.0157 -0.1287 -1.2952  0.178
C 0.2946 -0.0895 -0.4882  -0.251